No. 1
ORCA calculation (ωB97M-V with the def2-TZVPD basis set) on a molecular structure, C16H13Cl3F5IO2RuSeSi2.

Geometry (Å):
Ru -0.473 -0.429 -1.868
F 6.059 -2.289 0.880
C 5.088 -1.712 0.183
C 5.131 -1.718 -1.201
F 6.145 -2.306 -1.829
C 4.115 -1.112 -1.917
F 4.174 -1.140 -3.249
C 3.044 -0.503 -1.284
Se 1.692 0.383 -2.297
C 3.029 -0.505 0.102
F 2.006 0.049 0.769
C 4.034 -1.100 0.840
F 3.988 -1.100 2.170
C -1.069 1.958 -3.085
Si -1.161 1.830 -1.209
C -2.880 2.197 -0.627
C 0.052 2.809 -0.186
H -1.859 2.635 -3.419
H -1.263 1.009 -3.613
H -0.102 2.333 -3.420
H -3.066 3.244 -0.892
H -2.988 2.105 0.453
H -3.634 1.583 -1.117
H 0.223 3.784 -0.654
H 1.005 2.301 -0.090
H -0.361 2.988 0.808
Cl -0.724 -2.802 -3.032
Si 0.016 -2.479 -1.058
Cl -1.191 -3.447 0.263
Cl 1.814 -3.432 -0.887
I -0.874 0.244 5.828
C -1.570 -0.085 3.887
C -0.680 -0.044 2.825
C -1.150 -0.263 1.539
C -2.497 -0.516 1.300
C -3.372 -0.558 2.382
C -2.916 -0.346 3.673
C -3.099 -0.724 -0.072
O -4.284 -0.942 -0.187
O -2.312 -0.656 -1.122
H 0.371 0.148 2.994
H -0.439 -0.248 0.723
H -4.418 -0.757 2.190
H -3.605 -0.382 4.505

Cartesian forces (eV/Å) of the 3 atoms listed first:
Ru -0.062 0.467 -0.467
F 0.001 -0.001 0.003
C 0.002 0.000 0.008

Calculated values
ΔE to the lowest compared entry with this formula, charge and spin = 0.9778 eV
Total charge = 0
Lowest unoccupied orbital energy (alpha / beta) = -2.3 / -1.9 eV
HOMO-LUMO gap (alpha / beta) = 0.248 / 0.259 Ha
E_HOMO (alpha / beta) = -9.04 / -8.92 eV

=====

No. 2
ORCA calculation (ωB97M-V with the def2-TZVPD basis set) on a single C16H13F3N4 molecule.

Geometry (Å):
F 2.051 4.913 2.208
F 1.855 5.755 -1.048
F 3.644 4.641 -1.520
N -3.942 -2.764 1.065
N 2.352 -1.547 -1.879
N 1.458 -2.430 -1.434
C -3.320 -2.853 -0.067
C -3.078 -2.684 2.115
C -1.777 -2.632 1.601
C 2.338 -0.339 -1.444
C 0.287 -2.071 -0.894
C 1.147 2.844 2.064
C 0.239 -0.803 -0.349
C 0.950 1.643 1.411
C 1.872 2.544 -0.574
C 1.770 3.839 1.440
C 1.265 0.129 -0.627
C 1.285 1.428 0.042
C 2.141 3.716 0.126
N -1.972 -2.776 0.186
C -3.928 -2.998 -1.403
C 2.860 4.957 -0.511
C -0.847 -2.959 -0.731
H -3.328 -2.708 3.161
H -0.836 -2.491 2.163
H 3.067 0.351 -1.578
H 0.858 3.009 3.103
H -0.698 -0.504 0.218
H 0.368 0.843 2.025
H 2.271 2.543 -1.619
H -4.945 -3.367 -1.367
H -4.026 -1.990 -1.820
H -3.418 -3.621 -2.039
H 3.556 5.282 0.286
H -0.315 -3.956 -0.561
H -1.204 -2.945 -1.749

Cartesian forces (eV/Å) of the 3 atoms listed first:
F 0.182 0.415 -0.648
F 1.208 0.170 1.061
F 0.843 -0.658 -1.516

Calculated values
SMILES string = Cc1nccn1Cc1cc(-c2ccc(F)c(C(F)F)c2)cnn1
ΔE to the lowest compared entry with this formula, charge and spin = 0.0000 eV
Total charge = 0
Lowest unoccupied orbital energy = -0.4 eV
HOMO-LUMO gap = 0.313 Ha
E_HOMO = -8.89 eV

=====

No. 3
ORCA calculation (ωB97M-V with the def2-TZVPD basis set) on a molecular structure, C16H13F5NO3RhS.

Geometry (Å):
Rh -0.282 -0.022 0.254
F 3.390 -5.118 -0.359
C 2.458 -4.527 -1.131
F 1.983 -5.486 -1.948
F 3.082 -3.631 -1.890
C 1.353 -3.959 -0.283
C 0.678 -4.852 0.521
C -0.350 -4.398 1.326
C -0.669 -3.058 1.299
N -0.028 -2.177 0.528
C 0.977 -2.610 -0.262
S 1.619 -1.282 -1.137
H 0.959 -5.898 0.513
H -0.902 -5.067 1.970
H -1.464 -2.689 1.918
C -3.336 6.099 1.546
O -2.342 6.416 0.592
C -1.571 5.383 0.148
C -0.588 5.721 -0.801
C 0.279 4.779 -1.351
C 0.228 3.424 -0.993
C 1.086 2.421 -1.522
C 2.155 2.716 -2.536
O 1.003 1.186 -1.163
C -0.816 3.079 0.011
O -0.989 1.886 0.440
C -1.674 4.072 0.542
H -3.843 7.031 1.779
H -2.894 5.688 2.457
H -4.059 5.384 1.142
H -0.517 6.760 -1.103
H 1.005 5.121 -2.072
H 2.210 3.762 -2.827
H 1.978 2.115 -3.432
H 3.126 2.416 -2.135
H -2.405 3.741 1.266
F -1.292 -0.718 2.808
C -1.748 -0.239 1.603
F -2.736 -1.094 1.177
H -2.214 0.722 1.794

Cartesian forces (eV/Å) of the 3 atoms listed first:
Rh -0.016 -0.073 0.031
F 0.093 -0.055 0.069
C -0.127 0.044 0.102

Calculated values
2S+1 = 5
ΔE to the lowest compared entry with this formula, charge and spin = 2.3752 eV
Total charge = 0
Lowest unoccupied orbital energy (alpha / beta) = 0.1 / -2.6 eV
HOMO-LUMO gap (alpha / beta) = 0.193 / 0.214 Ha
E_HOMO (alpha / beta) = -5.18 / -8.42 eV

=====

No. 4
ORCA calculation (ωB97M-V with the def2-TZVPD basis set) on a single C16H13F7N2O2S molecule.

Geometry (Å):
C 4.170 -2.849 0.474
C 3.807 -2.193 -0.844
C 2.442 -1.236 -0.822
C 2.493 0.421 -0.660
C 3.945 1.226 -0.558
F 4.955 0.686 -1.518
F 3.647 2.625 -1.044
C 4.493 1.385 0.979
F 3.499 0.723 1.904
F 4.440 2.843 1.341
C 6.038 0.881 1.220
F 6.247 0.909 2.716
F 7.071 1.827 0.673
F 6.301 -0.522 0.800
C 1.112 1.362 -0.591
C -0.353 0.576 -0.686
C -1.704 1.498 -0.568
C -3.049 0.853 -1.249
O -3.777 -0.071 -0.366
C -4.910 0.576 0.315
O -4.817 1.782 0.940
C -6.336 -0.297 0.327
C -7.319 0.080 1.584
C -0.292 -1.050 -0.889
N -1.473 -1.983 -1.044
S -1.033 -3.673 -1.200
N 0.742 -3.540 -1.145
C 1.009 -2.058 -0.973
H 4.423 -3.988 0.591
H 4.253 -2.139 1.427
H 4.469 -2.373 -1.799
H 1.117 2.527 -0.478
H -1.496 2.523 -1.118
H -1.943 1.714 0.565
H -2.828 0.391 -2.326
H -3.784 1.770 -1.460
H -6.829 -0.199 -0.731
H -5.996 -1.429 0.495
H -8.447 0.139 1.204
H -7.231 -0.803 2.380
H -7.056 1.087 2.132

Cartesian forces (eV/Å) of the 3 atoms listed first:
C -0.736 2.228 -2.860
C 0.098 -1.042 3.822
C 0.419 2.384 0.083

Calculated values
SMILES string = C=Cc1c(C(F)(F)C(F)(F)C(F)(F)F)cc(CCOC(=O)CC)c2nsnc12
Total charge = 0
Lowest unoccupied orbital energy = -2.0 eV
HOMO-LUMO gap = 0.248 Ha
E_HOMO = -8.70 eV

=====

No. 5
ORCA calculation (ωB97M-V with the def2-TZVPD basis set) on 2 unconnected molecules or ions with the total composition C16H13FN2O3P2S.

Geometry (Å):
C -0.669 1.473 2.534
C -1.611 1.278 1.620
C -2.845 0.656 0.773
C -4.226 1.410 0.733
C -5.416 0.712 -0.101
C -5.153 -0.664 -0.831
C -3.735 -1.435 -0.787
N -3.677 -2.708 -1.489
C -2.331 -3.220 -1.354
S -1.982 -4.866 -2.208
C -1.120 -2.560 -0.590
P 0.615 -3.380 -0.566
P 1.763 -2.192 -2.027
O 2.756 -3.062 -2.833
O 0.595 -1.466 -3.093
O 2.534 -0.860 -1.224
N -1.260 -1.311 0.129
C -2.590 -0.735 0.026
H 0.010 1.581 3.466
H -4.354 2.402 1.293
H -6.420 1.285 -0.140
H -6.020 -1.155 -1.424
H -1.976 -5.866 -1.210
H 1.199 -3.156 0.728
H -0.050 -0.927 -2.571
H 1.807 -0.198 -1.081
F 2.187 0.776 2.561
C 2.930 1.591 1.794
C 2.357 2.739 1.264
C 3.129 3.586 0.473
C 4.461 3.270 0.212
C 5.024 2.112 0.745
C 4.256 1.271 1.544
H 1.317 2.964 1.472
H 2.693 4.490 0.061
H 5.061 3.929 -0.409
H 6.060 1.866 0.537
H 4.680 0.371 1.974

Cartesian forces (eV/Å) of the 3 atoms listed first:
C -5.486 -1.263 -4.202
C 3.146 -0.634 4.419
C -1.420 1.026 -0.078

Calculated values
SMILES string = C#Cc1cccc2nc(S)c(PP(=O)(O)O)nc12.Fc1ccccc1
Total charge = 0
Lowest unoccupied orbital energy = -1.9 eV
HOMO-LUMO gap = 0.258 Ha
E_HOMO = -8.94 eV

=====

No. 6
ORCA calculation (ωB97M-V with the def2-TZVPD basis set) on a single C16H13N5OS molecule.

Geometry (Å):
C 3.743 -1.042 4.360
H 4.271 -1.402 5.104
O 2.642 -2.013 3.962
C 1.939 -1.751 3.006
C 2.216 -0.650 2.059
C 1.165 -0.541 1.224
C 0.123 -1.411 1.146
C 0.066 -2.683 1.792
C 0.960 -2.809 2.867
H 0.842 -3.484 3.570
H -0.916 -3.489 1.826
C -0.808 -1.539 -0.141
N -0.904 -0.083 -0.634
N -2.099 -0.023 -1.505
C -3.029 -0.817 -1.830
N -3.931 -0.131 -2.459
N -3.282 1.138 -2.932
C -2.209 1.184 -2.218
C -1.417 2.203 -2.581
C -1.745 3.255 -3.283
C -0.733 4.272 -3.542
N 0.203 4.426 -2.622
C 0.498 3.486 -1.891
C -0.269 2.429 -1.545
H 0.143 1.445 -1.146
H 1.467 3.733 -1.436
H -0.900 5.264 -4.219
H -2.667 3.037 -4.027
S -3.310 -2.241 -0.799
C -1.528 -2.485 -0.756
H -1.415 -3.579 -0.267
H -0.998 -2.757 -1.855
H 1.139 0.218 0.443
H 2.911 0.088 2.277
H 4.568 -1.035 3.525
H 3.261 -0.211 4.528

Cartesian forces (eV/Å) of the 3 atoms listed first:
C 0.458 -4.132 -6.755
H 1.700 -2.061 4.181
O 6.952 0.053 7.392

Calculated values
SMILES string = COc1ccc(C2=Nn3c(nnc3-c3ccncc3)SC2)cc1
ΔE to the lowest compared entry with this formula, charge and spin = 13.3885 eV
Total charge = 0
Lowest unoccupied orbital energy = -0.8 eV
HOMO-LUMO gap = 0.265 Ha
E_HOMO = -8.03 eV

=====

No. 7
ORCA calculation (ωB97M-V with the def2-TZVPD basis set) on 2 unconnected molecules or ions with the total composition C16H13NO4.

Geometry (Å):
N -1.435 1.803 1.008
O -0.741 2.051 1.989
O -2.394 1.034 0.949
C 7.267 2.411 -5.347
O 6.315 1.439 -4.850
C 5.094 1.896 -4.474
C 4.162 0.937 -3.999
C 2.902 1.344 -3.607
C 2.510 2.716 -3.666
C 1.195 3.155 -3.269
O 0.992 4.507 -3.319
C -0.229 5.057 -2.967
C -1.281 4.214 -2.540
C -2.518 4.814 -2.188
C -2.674 6.185 -2.269
C -1.607 6.997 -2.699
C -0.377 6.443 -3.049
C -1.045 2.832 -2.490
C 0.179 2.305 -2.863
C 3.456 3.652 -4.135
C 4.721 3.264 -4.535
H 8.156 1.832 -5.592
H 6.878 2.912 -6.243
H 7.497 3.157 -4.575
H 4.468 -0.108 -3.957
H 2.191 0.601 -3.241
H -3.313 4.141 -1.858
H -3.631 6.631 -1.996
H -1.750 8.077 -2.758
H 0.457 7.064 -3.381
H -1.850 2.169 -2.173
H 0.372 1.234 -2.850
H 3.202 4.709 -4.193
H 5.421 4.023 -4.895

Cartesian forces (eV/Å) of the 3 atoms listed first:
N 0.675 1.179 -2.215
O -0.864 -0.843 0.426
O 0.251 -0.165 1.194

Calculated values
ΔE to the lowest compared entry with this formula, charge and spin = 6.8430 eV
Total charge = 0
Lowest unoccupied orbital energy = -2.3 eV
HOMO-LUMO gap = 0.119 Ha
E_HOMO = -5.53 eV

=====

No. 8
ORCA calculation (ωB97M-V with the def2-TZVPD basis set) on a molecular structure, C16H14BBrMgO2.

Geometry (Å):
C 2.526 -0.066 0.158
C 1.794 -0.017 1.368
C 1.060 -1.247 1.501
H 1.799 0.796 2.104
C 1.408 -2.079 0.388
C 2.286 -1.338 -0.462
H 2.740 -1.694 -1.393
H 3.189 0.718 -0.215
H 0.655 -1.648 2.435
H 1.112 -3.126 0.282
Mg 0.371 -0.229 -0.517
Br 0.431 1.786 -1.853
C 0.365 2.078 -5.455
C 1.339 1.090 -5.813
C 2.631 1.582 -5.427
H 1.136 0.146 -6.312
C 2.451 2.873 -4.831
C 1.052 3.181 -4.851
H 0.592 4.087 -4.469
H -0.706 2.015 -5.621
H 3.580 1.078 -5.581
H 3.236 3.519 -4.447
O -1.131 0.481 2.727
B -1.105 -0.146 1.400
O -2.258 -1.050 1.382
C -2.657 -1.180 2.664
C -3.557 -2.074 3.179
C -3.769 -2.002 4.573
C -3.080 -1.093 5.378
C -2.133 -0.199 4.833
C -1.968 -0.264 3.473
H -4.054 -2.765 2.513
H -4.514 -2.687 5.018
H -3.269 -1.046 6.467
H -1.554 0.520 5.406

Cartesian forces (eV/Å) of the 3 atoms listed first:
C 0.415 -0.504 0.573
C 0.640 -0.981 0.317
C 2.374 -0.843 0.253

Calculated values
Total charge = -2
Lowest unoccupied orbital energy = 4.5 eV
HOMO-LUMO gap = 0.161 Ha
E_HOMO = 0.14 eV

=====

| no. | strongest force on any atom (eV/A) |
| --- | --- |
| 1 | 0.7 |
| 2 | 4.8 |
| 3 | 0.4 |
| 4 | 8.9 |
| 5 | 7.0 |
| 6 | 14.5 |
| 7 | 2.6 |
| 8 | 2.5 |